Record 1
{
  "formula": "C58H59FeGe2N5O4S5",
  "method": "the ωB97M-V functional and the def2-TZVPD basis",
  "orbital_gap_ev": [6.80, 7.90],
  "fmax_ev_per_a": 0.96,
  "total_charge": -1,
  "e_homo_ev": [-5.565, -5.616],
  "multiplicity": 2,
  "s2": 1.01,
  "symbols": ["Fe", "O", "C", "O", "C", "C", "C", "C", "C", "N", "C", "O", "O", "H", "H", "H", "C", "C", "C", "C", "C", "C", "C", "C", "C", "C", "C", "C", "C", "C", "C", "Ge", "S", "S", "Ge", "S", "S", "C", "C", "C", "C", "C", "C", "C", "C", "C", "C", "C", "C", "C", "C", "C", "C", "C", "C", "C", "C", "C", "C", "C", "C", "C", "C", "C", "C", "C", "C", "C", "C", "C", "H", "H", "H", "H", "H", "H", "H", "H", "H", "H", "H", "H", "H", "H", "H", "H", "H", "H", "H", "H", "H", "H", "H", "H", "H", "H", "H", "H", "H", "H", "H", "H", "H", "H", "H", "H", "H", "H", "H", "H", "H", "H", "H", "H", "H", "H", "H", "H", "H", "H", "C", "C", "N", "N", "C", "S", "N", "N", "H", "H", "H", "H", "H", "H"],
  "positions_angstrom": [[0.523, 0.503, 0.579], [-3.721, -0.508, 0.742], [-2.541, -0.194, 0.905], [-1.631, -0.029, 0.027], [-2.052, 0.093, 2.307], [-2.895, 0.133, 3.404], [-2.376, 0.560, 4.618], [-1.052, 0.973, 4.683], [-0.284, 0.888, 3.537], [-0.769, 0.426, 2.400], [1.131, 1.390, 3.424], [1.655, 1.910, 4.415], [1.621, 1.242, 2.255], [-3.929, -0.157, 3.271], [-3.001, 0.591, 5.504], [-0.596, 1.360, 5.585], [3.941, 2.987, -6.583], [4.604, 2.584, -5.288], [5.181, 3.531, -4.454], [5.757, 3.176, -3.239], [6.289, 4.232, -2.303], [5.780, 1.827, -2.863], [5.197, 0.853, -3.689], [5.134, -0.598, -3.265], [4.614, 1.253, -4.890], [6.454, 1.426, -1.580], [7.827, 1.189, -1.621], [8.512, 0.790, -0.483], [7.826, 0.634, 0.711], [6.453, 0.866, 0.786], [5.751, 1.269, -0.369], [3.788, 1.562, -0.232], [2.666, -0.303, -0.074], [2.783, 2.603, -2.030], [1.747, 3.702, -0.351], [-0.134, 2.639, 0.051], [3.452, 3.370, 1.050], [1.419, 5.645, -0.615], [0.678, 6.108, -1.724], [0.448, 7.473, -1.882], [0.929, 8.390, -0.962], [1.627, 7.941, 0.146], [1.870, 6.581, 0.341], [2.542, 6.198, 1.627], [3.921, 6.352, 1.786], [4.810, 6.776, 0.639], [4.498, 6.065, 3.022], [3.740, 5.610, 4.090], [4.370, 5.255, 5.415], [2.370, 5.454, 3.913], [1.754, 5.747, 2.705], [0.260, 5.557, 2.565], [0.070, 5.201, -2.757], [-1.247, 4.737, -2.600], [-2.106, 5.110, -1.410], [-1.806, 3.945, -3.601], [-1.104, 3.620, -4.753], [-1.765, 2.820, -5.851], [0.192, 4.103, -4.900], [0.789, 4.899, -3.927], [2.183, 5.442, -4.140], [5.782, 0.651, 2.114], [5.249, -0.600, 2.450], [5.313, -1.797, 1.524], [4.676, -0.770, 3.713], [4.646, 0.252, 4.644], [4.006, 0.070, 5.997], [5.223, 1.474, 4.306], [5.796, 1.692, 3.065], [6.442, 3.021, 2.748], [4.187, 4.017, -6.850], [2.852, 2.912, -6.490], [4.249, 2.334, -7.403], [5.163, 4.580, -4.743], [6.143, 5.230, -2.720], [7.352, 4.086, -2.096], [5.758, 4.179, -1.345], [6.040, -0.904, -2.742], [4.983, -1.251, -4.128], [4.297, -0.746, -2.573], [4.150, 0.502, -5.527], [8.350, 1.309, -2.564], [9.578, 0.592, -0.530], [8.348, 0.311, 1.608], [-0.133, 7.809, -2.737], [0.741, 9.449, -1.096], [1.977, 8.644, 0.897], [4.302, 6.671, -0.319], [5.711, 6.159, 0.617], [5.120, 7.822, 0.746], [5.574, 6.180, 3.139], [5.450, 5.411, 5.397], [4.169, 4.206, 5.650], [3.948, 5.859, 6.223], [1.768, 5.073, 4.734], [-0.202, 5.437, 3.546], [0.033, 4.660, 1.982], [-0.205, 6.404, 2.054], [-1.530, 5.596, -0.624], [-2.569, 4.217, -0.985], [-2.902, 5.792, -1.726], [-2.825, 3.582, -3.474], [-2.412, 2.044, -5.437], [-1.026, 2.356, -6.506], [-2.392, 3.470, -6.468], [0.751, 3.867, -5.805], [2.478, 5.356, -5.189], [2.904, 4.879, -3.539], [2.246, 6.489, -3.838], [5.738, -1.543, 0.554], [4.313, -2.198, 1.356], [5.925, -2.586, 1.974], [4.244, -1.737, 3.963], [3.660, -0.956, 6.137], [3.150, 0.745, 6.079], [4.710, 0.313, 6.799], [5.215, 2.280, 5.036], [6.453, 3.659, 3.635], [5.891, 3.549, 1.966], [7.468, 2.888, 2.395], [0.751, -0.213, -4.482], [0.626, -1.251, -3.433], [0.698, -2.524, -3.601], [0.532, -3.030, -2.328], [0.388, -2.097, -1.377], [0.253, -2.297, 0.262], [0.423, -0.948, -2.100], [0.247, 0.314, -1.548], [0.963, -0.691, -5.434], [1.557, 0.485, -4.236], [-0.173, 0.357, -4.560], [0.566, -4.016, -2.163], [-0.744, 0.568, -1.571], [0.852, 1.011, -1.980]]
}



Record 2
{
  "formula": "C40H112N8O13",
  "method": "the ωB97M-V functional and the def2-TZVPD basis",
  "orbital_gap_ev": 9.46,
  "fmax_ev_per_a": 3.45,
  "smiles": "COC[C@H](C)N.COC[C@H](C)N.COC[C@H](C)N.COC[C@H](C)N.COC[C@H](C)N.COC[C@H](C)N.COC[C@H](C)N.COC[C@H](C)N.OCCO.CCO.CCO.CCO",
  "e_homo_ev": -8.966,
  "symbols": ["C", "O", "C", "C", "C", "N", "H", "H", "H", "H", "H", "H", "H", "H", "H", "H", "H", "C", "O", "C", "C", "C", "N", "H", "H", "H", "H", "H", "H", "H", "H", "H", "H", "H", "C", "O", "C", "C", "C", "N", "H", "H", "H", "H", "H", "H", "H", "H", "H", "H", "H", "C", "O", "C", "C", "C", "N", "H", "H", "H", "H", "H", "H", "H", "H", "H", "H", "H", "C", "O", "C", "C", "C", "N", "H", "H", "H", "H", "H", "H", "H", "H", "H", "H", "H", "C", "O", "C", "C", "C", "N", "H", "H", "H", "H", "H", "H", "H", "H", "H", "H", "H", "C", "O", "C", "C", "C", "N", "H", "H", "H", "H", "H", "H", "H", "H", "H", "H", "H", "C", "O", "C", "C", "C", "N", "H", "H", "H", "H", "H", "H", "H", "H", "H", "H", "H", "O", "C", "C", "O", "H", "H", "H", "H", "H", "H", "C", "C", "O", "H", "H", "H", "H", "H", "H", "C", "C", "O", "H", "H", "H", "H", "H", "H", "C", "C", "O", "H", "H", "H", "H", "H", "H"],
  "positions_angstrom": [[2.863, -3.677, -4.696], [1.744, -2.960, -5.147], [0.578, -3.425, -4.588], [0.061, -4.757, -5.185], [-0.216, -4.681, -6.673], [-1.058, -5.111, -4.309], [2.948, -4.674, -5.197], [2.828, -3.857, -3.596], [3.763, -3.111, -4.972], [0.728, -3.710, -3.496], [-0.261, -2.744, -4.723], [0.796, -5.478, -4.985], [0.565, -4.203, -7.277], [-1.146, -4.170, -6.865], [-0.184, -5.715, -7.049], [-1.025, -4.565, -3.468], [-1.149, -6.080, -4.068], [0.221, -3.167, 3.191], [-0.831, -4.177, 3.036], [-1.826, -3.638, 2.139], [-2.907, -4.674, 2.072], [-2.486, -5.898, 1.309], [-4.194, -4.154, 1.514], [-0.148, -2.148, 3.321], [0.844, -3.100, 2.272], [0.869, -3.403, 4.024], [-2.366, -2.747, 2.576], [-1.420, -3.400, 1.138], [-3.124, -4.992, 3.126], [-1.610, -6.357, 1.756], [-2.438, -5.675, 0.204], [-3.260, -6.728, 1.437], [-4.448, -3.209, 1.890], [-4.087, -4.142, 0.478], [-2.292, 4.658, -0.576], [-0.912, 4.791, -0.896], [-0.449, 3.586, -1.478], [1.059, 3.814, -1.762], [1.215, 4.329, -3.242], [1.739, 2.486, -1.599], [-3.028, 4.501, -1.357], [-2.524, 5.521, 0.073], [-2.339, 3.779, 0.102], [-0.608, 2.765, -0.758], [-0.972, 3.312, -2.389], [1.386, 4.553, -1.016], [0.520, 5.160, -3.364], [0.932, 3.628, -4.025], [2.123, 4.874, -3.518], [1.384, 2.056, -0.735], [1.472, 1.855, -2.431], [-4.581, 1.942, -2.853], [-4.897, 0.592, -3.119], [-3.801, -0.287, -3.354], [-4.238, -1.568, -4.078], [-5.121, -2.396, -3.174], [-2.965, -2.235, -4.424], [-3.920, 2.051, -2.019], [-5.461, 2.496, -2.772], [-4.036, 2.352, -3.709], [-3.162, 0.246, -4.051], [-3.197, -0.477, -2.498], [-4.817, -1.190, -4.907], [-6.106, -1.950, -3.115], [-4.547, -2.532, -2.240], [-5.394, -3.299, -3.767], [-2.526, -1.870, -5.206], [-3.134, -3.243, -4.524], [5.263, 2.041, 3.388], [3.913, 2.241, 3.660], [3.158, 2.370, 2.550], [1.646, 2.509, 2.896], [1.161, 1.267, 3.575], [0.967, 2.713, 1.663], [5.437, 1.473, 2.493], [5.758, 1.550, 4.202], [5.918, 2.980, 3.248], [3.401, 3.208, 1.912], [3.292, 1.461, 1.925], [1.577, 3.310, 3.647], [1.630, 1.225, 4.542], [1.190, 0.339, 2.997], [0.078, 1.437, 3.826], [-0.022, 2.820, 1.889], [1.282, 3.598, 1.340], [-5.544, 3.596, 1.881], [-4.357, 2.806, 2.209], [-4.140, 2.552, 3.610], [-3.695, 3.683, 4.515], [-2.413, 4.285, 4.007], [-3.630, 3.284, 5.944], [-5.635, 3.873, 0.819], [-5.523, 4.565, 2.375], [-6.510, 3.098, 2.077], [-5.096, 2.040, 3.907], [-3.371, 1.723, 3.575], [-4.486, 4.369, 4.536], [-2.404, 4.357, 2.945], [-1.541, 3.568, 4.241], [-2.177, 5.274, 4.380], [-2.878, 2.609, 6.052], [-4.460, 2.719, 6.209], [3.762, -2.055, 4.278], [3.131, -1.347, 5.311], [3.408, -1.885, 6.595], [2.545, -1.230, 7.661], [1.054, -1.256, 7.436], [2.996, 0.142, 7.802], [3.681, -3.116, 4.519], [4.835, -1.724, 4.119], [3.059, -2.043, 3.412], [3.220, -2.947, 6.672], [4.430, -1.750, 6.889], [2.741, -1.874, 8.498], [0.496, -0.780, 8.220], [0.625, -2.217, 7.397], [0.738, -0.719, 6.567], [2.354, 0.616, 8.418], [2.983, 0.648, 6.950], [3.053, -1.459, -0.869], [1.713, -1.080, -1.093], [0.960, -0.965, 0.102], [-0.456, -0.510, -0.290], [-1.236, -0.119, 0.956], [-1.164, -1.560, -0.995], [3.620, -0.577, -0.778], [3.423, -2.055, -1.697], [3.268, -2.054, 0.041], [0.926, -1.919, 0.597], [1.399, -0.247, 0.830], [-0.280, 0.472, -0.824], [-0.645, 0.647, 1.419], [-1.445, -1.067, 1.473], [-2.279, 0.177, 0.638], [-0.611, -1.917, -1.757], [-2.032, -1.223, -1.424], [1.350, 0.531, -4.451], [0.782, 1.354, -5.434], [0.676, 0.595, -6.718], [-0.002, -0.679, -6.353], [0.760, -0.138, -4.069], [-0.216, 1.700, -5.102], [1.412, 2.226, -5.494], [1.662, 0.350, -7.057], [-0.031, 1.003, -7.414], [0.712, -1.241, -6.066], [8.159, 2.863, -0.698], [7.090, 2.479, 0.355], [6.284, 1.379, 0.016], [7.598, 2.786, -1.643], [8.990, 2.146, -0.791], [8.455, 3.901, -0.513], [6.447, 3.373, 0.579], [7.578, 2.258, 1.346], [5.718, 1.663, -0.705], [-6.785, -1.128, 0.556], [-5.555, -0.327, 0.899], [-5.151, -0.728, 2.166], [-7.463, -1.086, 1.432], [-6.629, -2.182, 0.350], [-7.253, -0.721, -0.313], [-5.596, 0.743, 0.885], [-4.814, -0.526, 0.139], [-4.241, -0.430, 2.301], [4.831, 0.441, -3.650], [4.991, 1.973, -3.210], [4.506, 2.152, -1.866], [5.589, 0.121, -4.317], [3.809, 0.398, -4.004], [4.880, -0.098, -2.683], [4.414, 2.562, -3.898], [6.037, 2.319, -3.208], [3.514, 2.239, -1.887]]
}



Record 3
{
  "formula": "C32H40BiBrN2O2S4SbSi",
  "method": "the ωB97M-V functional and the def2-TZVPD basis",
  "orbital_gap_ev": 2.77,
  "fmax_ev_per_a": 2.46,
  "total_charge": -1,
  "e_above_lowest_kj_mol": 232.6,
  "e_homo_ev": -2.650,
  "symbols": ["Bi", "C", "C", "C", "C", "C", "C", "C", "C", "C", "C", "H", "H", "H", "H", "H", "H", "H", "H", "H", "H", "H", "H", "H", "H", "S", "Sb", "S", "S", "S", "C", "O", "C", "C", "C", "C", "C", "C", "N", "C", "C", "C", "C", "C", "C", "C", "O", "H", "H", "H", "H", "H", "H", "H", "H", "H", "H", "H", "H", "H", "C", "Si", "C", "C", "H", "H", "H", "H", "H", "H", "H", "H", "H", "Br", "C", "C", "C", "C", "N", "C", "H", "H", "H", "H"],
  "positions_angstrom": [[-0.147, 0.965, -0.031], [1.245, -3.249, -3.673], [1.314, -1.822, -3.110], [2.283, -0.990, -3.946], [-0.079, -1.240, -3.025], [-0.988, -1.845, -2.164], [-2.273, -1.361, -2.022], [-2.719, -0.277, -2.766], [-4.097, 0.273, -2.565], [-1.835, 0.283, -3.677], [-0.528, -0.166, -3.782], [2.243, -3.679, -3.719], [0.825, -3.241, -4.679], [0.630, -3.886, -3.042], [1.702, -1.889, -2.086], [1.956, -0.953, -4.983], [3.266, -1.456, -3.925], [2.380, 0.025, -3.563], [-0.669, -2.703, -1.592], [-2.959, -1.846, -1.342], [-4.083, 1.003, -1.753], [-4.794, -0.516, -2.292], [-4.458, 0.765, -3.464], [-2.183, 1.064, -4.341], [0.134, 0.334, -4.471], [-2.422, 4.099, 5.179], [-0.306, 4.670, 4.389], [-1.072, 2.011, 2.055], [0.493, 2.426, 3.266], [-0.702, 6.061, 2.553], [0.305, -4.796, 3.867], [-0.116, -3.613, 3.243], [-0.287, -2.492, 4.019], [0.191, -2.379, 5.316], [-0.084, -1.256, 6.082], [-0.883, -0.249, 5.573], [-1.371, -0.352, 4.287], [-1.044, -1.435, 3.472], [-1.592, -1.509, 2.200], [-1.168, -2.277, 1.159], [0.174, -2.586, 0.853], [0.501, -3.845, 0.302], [1.801, -4.230, 0.086], [2.839, -3.363, 0.416], [2.556, -2.090, 0.865], [1.241, -1.647, 1.048], [1.035, -0.382, 1.333], [0.306, -5.555, 3.086], [-0.390, -5.093, 4.663], [1.314, -4.720, 4.285], [0.782, -3.176, 5.742], [0.315, -1.190, 7.083], [-1.136, 0.614, 6.168], [-2.006, 0.427, 3.894], [-2.442, -0.971, 2.087], [-1.960, -2.754, 0.588], [-0.300, -4.550, 0.119], [2.024, -5.212, -0.310], [3.867, -3.677, 0.307], [3.354, -1.396, 1.084], [1.900, 3.127, -2.220], [2.023, 2.338, -0.465], [2.490, 3.753, 0.718], [3.559, 1.200, -0.600], [2.861, 3.532, -2.523], [1.185, 3.943, -2.240], [1.596, 2.409, -2.978], [3.326, 4.324, 0.321], [2.777, 3.363, 1.691], [1.670, 4.447, 0.885], [4.418, 1.748, -0.979], [3.392, 0.354, -1.260], [3.827, 0.804, 0.373], [-3.801, 3.992, -4.037], [-2.824, 4.129, -2.413], [-3.126, 5.111, -1.481], [-2.327, 5.173, -0.351], [-1.336, 4.222, -0.175], [-1.109, 3.246, -1.044], [-1.809, 3.225, -2.169], [-3.941, 5.802, -1.637], [-2.461, 5.931, 0.404], [-0.729, 4.261, 0.716], [-1.546, 2.462, -2.886]]
}